# 1
Computed, not measured: a cluster of 2 separate species, C26H49Cl4N2O7 in total in a non-equilibrium geometry, with ωB97M-V/def2-TZVPD.

```
88
C26H49Cl4N2O7 | OMol25 | ωB97M-V/def2-TZVPD
Cl 2.045 6.101 2.141
Cl 3.101 8.137 0.365
Cl 4.250 7.773 3.002
Cl 4.676 5.772 0.946
O 3.394 -0.301 -4.369
O -1.351 1.688 2.560
O -1.590 1.292 3.844
O 3.492 3.978 -1.324
O -1.092 0.541 -0.062
O 1.138 0.131 -4.596
O -1.927 -1.129 1.292
N -1.529 -4.701 1.576
N 1.450 -0.870 0.477
C -1.176 -0.892 0.108
C 2.515 1.043 -2.492
C 1.397 0.565 -0.047
C -3.151 -1.862 1.203
C 0.022 1.168 0.585
C 3.097 4.868 -2.411
C 0.201 -2.918 1.257
C -5.782 -0.471 -1.521
C 2.718 -1.575 -0.015
C -4.178 0.585 0.681
C 0.221 -1.681 0.200
C 3.798 -1.815 1.167
C -0.514 -4.816 -0.730
C 4.035 -3.394 1.489
C -4.467 -0.985 0.787
C -0.017 1.212 2.175
C 2.375 0.253 -3.905
C 3.518 6.945 1.613
C 1.220 0.659 -1.633
C -6.452 -2.497 -0.066
C -1.877 -1.380 -1.278
C -0.672 -4.174 0.713
C 2.683 1.296 0.560
C 2.264 3.732 -0.566
C 2.606 2.877 0.736
C -5.185 -1.601 -0.549
H 1.904 3.246 1.565
H -1.828 0.335 3.787
H 1.256 -3.370 1.406
H -4.981 0.064 -2.137
H -2.736 -0.657 -1.451
H 0.826 1.781 2.681
H -3.636 1.011 1.593
H 0.800 -0.314 -2.092
H -3.646 0.903 -0.284
H 3.656 3.219 1.074
H 2.486 -2.624 -0.429
H -2.163 -2.478 -1.269
H 5.106 -3.571 1.873
H 1.933 4.775 -0.195
H -3.396 -2.194 2.286
H 2.475 2.155 -2.793
H -6.080 -3.521 0.272
H 3.990 -3.960 0.482
H 3.517 0.724 -2.076
H 4.816 -1.456 0.757
H 0.400 -2.196 -0.818
H 2.828 0.860 1.622
H 1.570 -0.884 1.515
H -5.271 -1.101 1.609
H 3.669 1.058 0.021
H 3.609 -1.197 2.105
H 0.033 0.132 2.599
H -3.110 -2.864 0.635
H 3.252 -3.822 2.198
H -5.206 1.104 0.646
H -1.480 -4.190 2.472
H 2.008 5.230 -2.317
H -0.119 -2.589 2.308
H -1.127 -5.790 -0.723
H -7.199 -2.662 -0.929
H 0.425 1.456 -1.890
H -1.166 -1.246 -2.178
H 0.011 2.268 0.231
H -0.860 -4.164 -1.595
H -4.495 -2.328 -1.101
H -7.036 -2.015 0.785
H 3.743 5.816 -2.360
H -6.441 0.259 -0.928
H 1.404 3.343 -1.204
H 0.577 -5.146 -0.885
H 3.162 4.366 -3.444
H 3.250 -1.016 -0.841
H 0.455 0.721 -4.212
H -6.442 -1.029 -2.287
```

As for the total charge: +1. The LUMO energy is -2.42 eV. Its total energy is -95143.20525 eV. Its HOMO-LUMO gap is 10.13 eV.

Population analysis type Löwdin, resulting atomic charges in e: 0.55 0.53 0.54 0.58 0.07 -0.17 -0.03 -0.27 -0.04 0.06 -0.11 0.12 -0.03 -0.39 -0.06 -0.26 -0.16 -0.18 -0.11 -0.04 -0.11 -0.10 -0.07 -0.13 -0.19 -0.05 -0.11 -0.25 -0.09 -0.39 -2.00 -0.09 -0.10 0.04 -0.34 -0.10 -0.26 -0.16 -0.36 0.09 0.12 0.11 0.07 0.09 0.14 0.08 0.12 0.08 0.10 0.14 0.08 0.09 0.09 0.14 0.12 0.08 0.09 0.12 0.13 0.15 0.13 0.15 0.13 0.13 0.11 0.13 0.11 0.07 0.09 0.05 0.10 0.13 0.10 0.08 0.14 0.10 0.17 0.07 0.11 0.08 0.10 0.09 0.11 0.09 0.10 0.13 0.11 0.09

***

# 2
Computed, not measured: the molecule C3H2N6O2 in a non-equilibrium geometry, with ωB97M-V/def2-TZVPD.

```
13
C3H2N6O2 | OMol25 | ωB97M-V/def2-TZVPD
O -2.052 0.127 1.266
O -3.220 -0.894 -0.215
N 0.415 -0.644 0.293
N 2.095 -1.958 0.831
N -2.205 -0.488 0.258
N 2.269 -0.805 1.482
N 0.229 -2.648 -0.733
N -0.839 -2.154 -1.022
C -1.002 -0.808 -0.578
C 1.170 -0.098 1.265
C 0.965 -1.863 0.085
H -0.856 -0.010 -1.173
H 0.896 0.946 1.558
```

The calculation puts the relative energy (zero: lowest compared OMol25 entry of this formula, charge and spin) at 0.0 kJ/mol. The LUMO energy is -1.47 eV. Its total energy is -16171.90936 eV. Its HOMO-LUMO gap is 8.88 eV. As for the structure (SMILES): O=[N+]([O-])[C@@H]1N=Nc2nncn21.

Population analysis type natural (NBO), resulting atomic charges in e: -0.33 -0.32 -0.38 -0.20 0.53 -0.24 -0.05 -0.14 0.19 0.18 0.30 0.24 0.22

***

# 3
Computed, not measured: a structure of composition C24H20BrClF4IN3O4Ti in a non-equilibrium geometry, with ωB97M-V/def2-TZVPD.

```
59
C24H20BrClF4IN3O4Ti | OMol25 | ωB97M-V/def2-TZVPD
I -1.563 1.657 -2.116
Br 0.457 4.114 -4.566
Ti -0.732 -0.188 -0.025
Cl 0.549 1.188 2.553
F 1.532 -5.628 3.224
F -1.254 -1.089 2.369
F 2.322 -4.089 1.312
F -1.992 -2.729 4.334
O -2.562 0.299 0.678
O 0.474 -2.892 -2.675
O 0.019 -0.950 -1.645
O -4.560 -0.443 1.407
N -1.872 -1.767 -0.350
N 2.749 0.726 -0.228
N 0.885 -1.485 0.796
C -3.480 -0.582 0.849
C 0.842 -4.477 3.035
C -0.360 5.008 -3.070
C -0.203 1.617 0.955
C 2.193 -1.701 0.138
C 0.586 -2.406 1.717
C -3.083 -1.899 0.211
C -1.056 7.063 -2.073
C -0.745 4.304 -1.961
C 3.688 0.867 0.862
C -1.299 4.979 -0.888
C -0.506 6.388 -3.153
C 1.256 -3.636 2.026
C -3.268 -4.100 -0.684
C -1.446 6.360 -0.937
C -0.541 -2.212 2.570
C -0.924 -3.050 3.579
C 2.753 -0.611 -0.778
C -2.062 -3.907 -1.351
C -0.241 -4.226 3.852
C -3.808 -3.060 0.076
C -1.391 -2.714 -1.180
C 2.995 1.701 -1.273
C -0.183 -2.199 -1.912
H 3.082 2.700 -0.842
H 3.448 0.156 1.650
H -4.780 -3.138 0.542
H -0.197 6.919 -4.045
H -1.877 6.893 -0.097
H 4.734 0.696 0.535
H -0.549 -4.904 4.632
H -1.621 4.421 -0.014
H -1.179 8.140 -2.117
H -3.807 -5.033 -0.787
H -1.647 -4.653 -2.016
H 3.790 -0.916 -1.034
H 2.161 -2.602 -0.483
H 3.924 1.488 -1.835
H 2.159 1.701 -1.975
H 2.938 -1.882 0.920
H 0.522 2.278 0.483
H 3.607 1.867 1.290
H -1.067 2.229 1.220
H 2.192 -0.590 -1.705
```

The calculation puts the relative energy (zero: lowest compared OMol25 entry of this formula, charge and spin) at 155.0 kJ/mol. As for the total charge: -2. Its expectation value of S² is 2.023. The LUMO energy (spin up / spin down) is 4.31 / 4.30 eV. Its total energy is -162526.26415 eV. Its HOMO-LUMO gap (spin up / spin down) is 5.55 / 6.52 eV. The spin multiplicity is 3.

Population analysis type natural (NBO), resulting atomic charges in e: -0.26 -0.02 1.56 -0.15 -0.34 -0.29 -0.34 -0.32 -0.74 -0.65 -0.77 -0.66 -0.52 -0.42 -0.68 0.77 0.33 -0.16 -0.88 -0.23 0.11 0.10 -0.26 -0.02 -0.41 -0.22 -0.26 0.25 -0.20 -0.24 0.29 0.34 -0.22 -0.21 -0.44 -0.21 0.09 -0.41 0.77 0.19 0.21 0.23 0.21 0.19 0.13 0.22 0.21 0.19 0.20 0.23 0.14 0.20 0.14 0.23 0.17 0.20 0.20 0.20 0.24

***

# 4
Computed, not measured: the molecule C20H27N3O5S in a non-equilibrium geometry, with ωB97M-V/def2-TZVPD.

```
56
C20H27N3O5S | OMol25 | ωB97M-V/def2-TZVPD
S 1.161 0.730 1.002
O 0.256 -2.838 1.804
O 1.453 0.628 -0.410
O 5.219 -1.971 2.195
O 2.274 0.668 1.904
O -1.752 2.811 -1.718
N -1.883 1.725 0.198
N 3.292 -2.419 0.160
N 0.563 -2.019 -0.290
C 5.051 -1.056 1.136
C -5.401 1.517 -3.182
C -4.167 0.152 0.701
C 0.280 2.328 1.255
C 3.462 -3.356 1.258
C 3.991 -2.599 2.476
C -2.478 1.979 -0.936
C -4.187 1.923 -2.671
C 1.179 -3.219 -0.811
C -0.710 2.431 0.173
C -3.760 1.500 -1.409
C -0.099 -0.501 1.447
C -6.211 0.678 -2.434
C -0.628 3.092 -1.023
C 0.286 -1.910 1.024
C -4.575 0.647 -0.648
C 4.553 -1.761 -0.126
C -5.794 0.255 -1.185
C 2.685 -3.006 -1.015
C 0.420 3.954 -1.619
H 0.067 4.355 -2.564
H 3.150 -3.967 -1.301
H 0.715 -3.477 -1.767
H 5.318 -2.484 -0.467
H -1.005 -0.161 0.947
H 0.796 -1.160 -0.777
H -0.174 2.275 2.239
H -6.431 -0.400 -0.607
H -3.348 -0.560 0.604
H -3.810 0.972 1.318
H -4.999 -0.343 1.194
H 4.169 -4.162 0.989
H 2.824 -2.301 -1.840
H 4.175 -3.286 3.305
H -7.165 0.354 -2.823
H -3.549 2.579 -3.245
H 0.985 -4.018 -0.095
H 1.030 3.112 1.209
H 3.248 -1.846 2.774
H -5.717 1.853 -4.158
H 6.028 -0.602 0.962
H -0.215 -0.463 2.526
H 2.498 -3.795 1.514
H 1.321 3.365 -1.793
H 4.323 -0.285 1.422
H 4.392 -1.017 -0.910
H 0.669 4.775 -0.949
```

The calculation puts the relative energy (zero: lowest compared OMol25 entry of this formula, charge and spin) at 327.5 kJ/mol. The LUMO energy is 0.35 eV. Its total energy is -46721.27163 eV. Its HOMO-LUMO gap is 8.76 eV. As for the structure (SMILES): Cc1ccccc1-c1nc(CS(=O)(=O)CC(=O)NCCN2CCOCC2)c(C)o1.

Population analysis type natural (NBO), resulting atomic charges in e: 2.16 -0.62 -0.97 -0.53 -0.94 -0.40 -0.49 -0.45 -0.62 -0.09 -0.23 -0.63 -0.65 -0.26 -0.07 0.48 -0.18 -0.23 0.02 -0.06 -0.76 -0.19 0.30 0.68 0.01 -0.24 -0.20 -0.22 -0.67 0.24 0.18 0.20 0.16 0.29 0.42 0.25 0.21 0.22 0.24 0.21 0.16 0.19 0.19 0.22 0.22 0.23 0.26 0.18 0.22 0.19 0.27 0.23 0.25 0.20 0.20 0.23

***

# 5
Computed, not measured: a structure of composition C21H53F6KN4O26S7 in a non-equilibrium geometry, with ωB97M-V/def2-TZVPD.

```
118
C21H53F6KN4O26S7 | OMol25 | ωB97M-V/def2-TZVPD
K 1.430 -4.113 4.380
S -10.272 -0.556 -3.593
S -5.766 -7.958 -0.549
S 0.444 -1.028 0.311
S 3.639 6.860 -0.640
S -7.235 6.105 0.431
S 2.871 -1.887 -0.174
S 2.683 4.260 6.206
F 4.670 -3.888 0.341
F -2.068 -1.903 -0.210
F -1.158 -2.542 1.747
F 5.602 -1.925 0.017
F 4.578 -2.327 1.996
F -0.499 -3.655 -0.037
O 4.254 8.088 -1.129
O 12.405 0.984 -0.944
O -0.060 -0.026 1.290
O 7.299 -6.206 5.324
O -5.781 6.191 1.268
O -7.925 4.833 0.711
O 1.908 5.227 5.395
O 2.509 -2.815 -1.242
O -6.486 -7.184 -1.849
O 9.448 -5.508 5.290
O -6.473 -9.190 -0.197
O 10.832 -5.287 -5.283
O 4.404 5.699 -0.220
O -5.612 -6.952 0.502
O -7.950 7.367 0.670
O -11.641 -0.049 -2.877
O -10.308 -1.986 -3.845
O 3.206 -0.527 -0.605
O 9.991 -5.597 -3.280
O 0.887 -4.172 -5.775
O 12.072 2.843 0.188
O 0.419 -0.648 -1.131
O 1.958 3.336 7.094
O 3.822 5.149 7.126
O 2.402 6.423 -1.679
O -10.096 0.430 -4.669
N 8.489 -6.229 4.969
N 1.840 -1.851 1.021
N 10.577 -4.933 -4.141
N 11.742 1.954 -0.591
C -0.976 -2.454 0.399
C 0.406 -2.840 -6.059
C 10.309 2.046 -1.032
C 1.846 5.134 -1.515
C -6.239 -5.913 -2.304
C 2.546 7.346 0.752
C -9.080 -0.083 -2.182
C -13.740 -1.343 -2.972
C -6.597 6.114 -1.270
C 8.810 -7.180 3.805
C 2.296 4.344 -2.726
C 4.564 -2.546 0.617
C 5.682 5.282 8.601
C 4.373 4.555 8.270
C -5.643 -5.930 -3.660
C 10.701 -3.449 -3.793
C -4.942 5.065 1.225
C 3.730 3.279 5.055
C -4.121 -8.454 -1.252
C -12.485 -0.940 -2.214
C -5.432 3.953 2.286
H -8.878 0.978 -2.333
H 0.412 -2.709 -7.141
H -3.659 -7.680 -1.866
H -14.452 -1.856 -2.325
H -8.295 -0.839 -2.212
H 0.762 5.189 -1.410
H -3.901 5.284 1.463
H -4.951 -5.104 -3.822
H -12.771 -0.274 -1.400
H 2.323 4.640 -0.669
H -6.153 4.317 3.019
H -7.117 -5.272 -2.231
H -3.446 -8.611 -0.411
H -9.571 -0.377 -1.255
H 9.989 1.004 -1.046
H 1.811 4.765 -3.607
H 3.383 4.346 -2.795
H -6.422 -6.135 -4.394
H -6.154 7.083 -1.499
H 5.500 6.354 8.523
H 2.106 8.333 0.612
H -5.722 5.467 -1.315
H 9.871 -7.356 3.976
H -5.890 3.130 1.737
H 6.097 5.119 9.596
H 6.423 5.085 7.826
H 3.101 7.251 1.685
H 2.981 2.559 4.726
H -4.994 4.410 0.356
H 10.415 2.259 -2.096
H 9.886 -2.967 -3.254
H 10.834 -3.049 -4.798
H 11.632 -3.245 -3.264
H 0.763 -4.334 -4.837
H -0.602 -2.588 -5.729
H -14.264 -0.566 -3.530
H -11.922 -1.763 -1.774
H 4.180 3.950 4.324
H 9.683 2.730 -0.460
H 1.949 3.313 -2.800
H 4.521 2.739 5.575
H 8.320 -8.144 3.938
H -13.449 -2.183 -3.603
H 8.396 -6.772 2.882
H 3.652 4.793 9.052
H -7.299 5.899 -2.076
H 1.097 -2.101 -5.653
H -4.319 -9.354 -1.834
H 4.498 3.472 8.248
H 1.698 6.661 0.753
H -5.562 -5.405 -1.617
H -4.559 3.570 2.814
H -4.995 -6.806 -3.700
```

The calculation puts the relative energy (zero: lowest compared OMol25 entry of this formula, charge and spin) at 303.3 kJ/mol. The LUMO energy is -2.33 eV. Its total energy is -190289.43010 eV. Its HOMO-LUMO gap is 7.04 eV.

Atomic partial charges in e from the Löwdin method, atoms 1 to 99: 0.94 0.67 0.70 0.73 0.68 0.70 0.55 0.72 0.08 0.12 0.06 0.12 0.05 0.10 -0.29 0.05 -0.35 0.03 -0.26 -0.30 -0.31 -0.33 -0.26 0.05 -0.29 0.06 -0.30 -0.31 -0.30 -0.28 -0.30 -0.34 0.04 -0.13 0.06 -0.34 -0.32 -0.27 -0.28 -0.31 -0.41 -0.34 -0.42 -0.44 -0.54 -0.15 0.04 -0.31 -0.35 -0.10 -0.07 -0.06 -0.12 0.05 -0.07 -0.52 -0.06 -0.32 -0.07 0.04 -0.27 -0.10 -0.10 -0.31 -0.07 0.07 0.07 0.06 0.08 0.06 0.13 0.12 0.09 0.12 0.11 0.07 0.13 0.06 0.06 0.09 0.08 0.08 0.09 0.07 0.08 0.07 0.05 0.09 0.06 0.08 0.07 0.07 0.07 0.10 0.10 0.09 0.09 0.09 0.06

***

# 6
Computed, not measured: a structure of composition C10H26ClGaINO3P2 in a non-equilibrium geometry, with ωB97M-V/def2-TZVPD.

```
45
C10H26ClGaINO3P2 | OMol25 | ωB97M-V/def2-TZVPD
I 1.965 0.115 2.185
Ga 0.217 3.518 -1.137
Cl 0.978 4.211 -2.964
P -2.492 1.728 -0.131
P 2.161 0.031 -0.937
O -0.631 -2.184 -0.654
O -0.190 -0.953 0.957
O -1.583 -0.786 2.853
N -0.285 -2.631 4.012
C 2.849 -1.382 0.089
C -0.311 -0.658 -2.497
C -3.271 0.776 1.162
C -0.706 -1.410 2.037
C 2.752 -0.688 -2.542
C 0.058 -1.451 -1.236
C -3.262 1.507 -1.765
C 3.634 1.145 -0.731
C -2.170 3.456 0.356
C -0.095 -2.691 2.559
H 0.502 -2.844 4.683
H 2.052 -2.134 0.172
H -0.782 -1.487 4.336
H -0.600 -3.654 2.151
H 3.148 -1.080 1.105
H 2.643 0.102 -3.319
H -0.780 -1.281 -3.313
H -1.614 3.488 1.321
H -3.161 3.918 0.423
H 3.791 -1.784 -0.292
H 3.523 2.048 -1.353
H -4.262 1.186 1.449
H -4.325 1.869 -1.859
H 2.122 -1.563 -2.812
H -2.568 0.723 2.029
H -3.229 0.415 -1.993
H 0.575 -0.210 -3.005
H -1.022 0.192 -2.341
H -1.086 -3.330 4.049
H -1.560 3.969 -0.443
H 3.803 -0.999 -2.496
H 3.682 1.448 0.321
H 4.524 0.565 -1.020
H -3.349 -0.270 0.790
H 0.973 -2.935 2.330
H -2.617 2.000 -2.530
```

The calculation puts the relative energy (zero: lowest compared OMol25 entry of this formula, charge and spin) at 205.7 kJ/mol. As for the total charge: +2. The LUMO energy (spin up / spin down) is -8.51 / -8.44 eV. Its total energy is -109977.89058 eV. Its HOMO-LUMO gap (spin up / spin down) is 5.77 / 5.70 eV.

Population analysis type natural (NBO), resulting atomic charges in e: 0.04 0.69 -0.59 1.37 0.89 -0.32 -0.75 -0.77 -0.77 -0.92 -0.76 -1.03 0.77 -0.96 0.84 -1.01 -0.90 -0.95 -0.37 0.46 0.23 0.53 0.25 0.22 0.25 0.29 0.29 0.27 0.26 0.25 0.29 0.31 0.22 0.34 0.27 0.28 0.28 0.45 0.19 0.26 0.26 0.25 0.28 0.25 0.27

***

# 7
Computed, not measured: the ion C5H12FN3P with charge +1 in a non-equilibrium geometry, with ωB97M-V/def2-TZVPD.

```
22
C5H12FN3P | OMol25 | ωB97M-V/def2-TZVPD
P -1.183 -0.351 0.464
F -1.231 1.881 -1.066
N 0.751 -0.550 -1.551
N 0.406 0.630 0.834
N 2.674 0.974 1.160
C 1.944 -0.415 -0.710
C 1.633 0.525 0.417
C -2.420 -1.486 1.208
C -2.141 1.104 -0.164
C -0.408 -1.163 -1.036
H -2.917 0.862 -0.855
H -2.262 -2.543 1.446
H -2.411 1.924 0.469
H 2.618 1.787 1.659
H 2.717 0.090 -1.279
H 0.554 0.175 -2.345
H 2.318 -1.354 -0.330
H -0.318 -2.264 -0.845
H 3.603 0.742 0.897
H -1.156 -1.095 -1.810
H 0.180 1.294 1.559
H -2.950 -0.768 1.878
```

The calculation puts the relative energy (zero: lowest compared OMol25 entry of this formula, charge and spin) at 109.0 kJ/mol. As for the total charge: +1. The LUMO energy is -3.94 eV. Its total energy is -21847.13438 eV. Its HOMO-LUMO gap is 8.36 eV. As for the structure (SMILES): C=[P@]1(CF)CNCC(=[NH2+])N1.

Population analysis type natural (NBO), resulting atomic charges in e: 1.28 -0.40 -0.64 -0.79 -0.73 -0.29 0.57 -0.81 -0.26 -0.52 0.24 0.25 0.23 0.41 0.25 0.42 0.25 0.24 0.41 0.26 0.41 0.22